[1]
{"formula": "H4N3O", "method": "wB97M-V/def2-TZVPD", "e_lumo_ev": 5.5, "homo_energy_ev": -2.108, "orbital_gap_ev": 7.581, "charge": -1, "relative_energy_kj_mol": 305.9, "species": ["N", "N", "N", "O", "H", "H", "H", "H"], "positions_angstrom": [[0.04214, -0.32493, -1.02373], [-0.66163, 0.59382, -0.18415], [-0.12701, -0.00339, 1.46013], [0.49964, -1.17654, 1.21800], [0.37452, -1.12915, -0.15760], [0.97725, 0.04708, -1.20749], [-0.05638, 1.36832, -0.19573], [-1.03065, -0.52256, 1.83248]], "atomic_forces_ev_per_a": [[-0.29, -0.99, 0.64], [0.38, -2.44, 0.24], [-2.51, -1.80, 0.91], [1.46, -0.11, -0.69], [-0.57, 1.05, -0.70], [-0.05, 0.17, 0.05], [0.61, 1.55, 0.51], [0.98, 2.57, -0.97]]}

---

[2]
{"formula": "H4N3P", "method": "wB97M-V/def2-TZVPD", "multiplicity": 3, "e_lumo_ev": [1.0, -3.1], "homo_energy_ev": [-7.719, -10.043], "orbital_gap_ev": [8.742, 6.935], "charge": 0, "relative_energy_kj_mol": 384.2, "species": ["N", "N", "N", "P", "H", "H", "H", "H"], "positions_angstrom": [[-1.08501, -3.07047, -0.36756], [-0.74840, -1.93458, 0.48783], [-1.88582, -1.96029, 0.07083], [0.01633, 1.02522, -0.19671], [-0.78827, -2.92298, -1.35467], [0.33553, -0.28268, -0.32765], [-1.10287, 0.83080, 0.61042], [0.54163, 1.07462, 1.09252]], "atomic_forces_ev_per_a": [[0.05, 3.73, 0.80], [10.07, -2.07, 3.40], [-9.90, -1.45, -4.47], [-0.18, 1.97, 0.16], [-0.37, -0.73, 0.44], [0.22, -1.28, -0.14], [-1.03, -0.39, -0.45], [1.13, 0.22, 0.25]]}

---

Which of these has the highest charge? H4N3P

---

Look up the charge of the first one. -1

---

Which value of charge does entry 2 give? 0